Record 1
Entry from the Open Molecules 2025 dataset: C16H32LuOP as an isolated structure at a distorted geometry (ωB97M-V/def2-TZVPD).

Geometry as XYZ:
```
51
Properties=species:S:1:pos:R:3:forces:R:3:mulliken_charge:R:1
Lu 1.54820 0.14339 -0.00133 -1.2 -0.5 0.2 1.00
P 0.22217 0.69926 3.24938 0.1 0.2 0.4 0.92
O 0.47755 0.44127 1.74608 -0.3 0.0 -0.3 -0.37
C -0.57298 -0.76542 -2.31194 -1.6 0.1 0.2 0.31
C 1.30893 2.01122 -1.35407 0.9 2.7 -0.9 -1.02
C 0.63847 2.41917 3.49383 -0.1 0.0 0.2 -1.10
C -0.86960 -1.80482 -0.29393 -1.8 0.3 -0.5 0.94
C -1.49748 0.44973 3.71315 -0.3 -0.1 0.1 -1.07
C 0.50617 4.32436 -1.89972 -0.3 -0.3 0.4 -1.32
C -1.51846 -1.06138 -1.30516 0.4 -0.2 0.0 0.39
C 0.47366 -2.04332 -0.69519 2.1 0.9 -1.7 0.50
C -2.97054 -0.77704 -1.36942 -0.7 0.4 0.1 -1.89
C 0.27831 3.07005 -0.99608 -0.7 -0.2 0.3 -0.05
C 0.67059 -1.36461 -1.94628 1.3 -1.1 2.1 0.32
C 1.50135 -2.75743 0.11932 -0.5 -1.6 0.1 -1.45
C 1.91673 -1.30858 -2.76582 0.3 -0.1 -0.3 -1.15
C 1.29101 -0.28871 4.31090 0.0 -0.2 0.2 -1.13
C -0.84558 -0.06317 -3.58834 -0.1 0.4 -0.2 -1.43
C -1.52008 -2.39118 0.89826 -0.2 0.1 0.5 -1.38
H 1.71156 2.53564 3.28640 -0.3 0.1 0.1 0.34
H -3.36344 -0.56072 -0.36941 0.0 0.0 -0.2 0.43
H 2.06264 -0.34547 -3.28241 -0.1 -0.3 0.2 0.35
H 1.27431 0.12872 5.33167 -0.1 0.0 -0.4 0.43
H -2.14957 1.07365 3.08225 0.2 -0.3 0.1 0.34
H 1.40404 4.84974 -1.59738 0.1 0.1 0.0 0.36
H -1.66464 0.76324 4.75916 0.3 -0.1 -0.4 0.42
H -3.57339 -1.60783 -1.77578 0.4 0.2 0.1 0.33
H -3.17318 0.09882 -1.99444 0.0 -0.2 0.1 0.42
H 1.30770 -3.84660 0.18255 -0.2 0.2 -0.5 0.37
H -1.71621 -3.46655 0.75794 0.1 0.2 0.0 0.35
H 2.31532 2.34515 -0.94726 -0.4 -0.6 -0.1 0.67
H 2.32864 -0.25730 3.94846 -0.3 0.0 0.0 0.35
H 2.82766 -1.53567 -2.19058 -0.1 0.0 -0.1 0.27
H -0.06870 0.67962 -3.82488 -0.1 -0.3 0.0 0.28
H 2.49923 -2.67283 -0.32011 0.0 0.1 0.4 0.28
H -1.80690 -0.60597 3.64467 0.2 0.4 -0.1 0.33
H -0.35112 5.00071 -1.81375 0.2 -0.1 0.1 0.38
H 1.85156 -2.07566 -3.55103 0.2 0.1 0.1 0.43
H 0.60074 4.04367 -2.94294 0.0 -0.1 -0.2 0.39
H -2.48079 -1.90856 1.11520 0.2 -0.2 -0.1 0.33
H 0.04842 3.00873 2.77858 0.2 0.0 0.3 0.29
H 1.42481 1.95496 -2.46067 -0.2 -0.7 0.7 0.33
H 1.45715 -2.48028 1.18916 0.2 -0.1 -0.6 0.59
H -0.89040 -0.76730 -4.43720 0.1 0.1 0.3 0.36
H 0.30733 3.37995 0.07671 0.1 -0.3 -0.7 0.13
H -1.80710 0.46476 -3.55631 0.3 -0.2 0.0 0.37
H 0.41684 2.73119 4.52373 0.1 0.0 -0.3 0.43
H -0.89219 -2.29179 1.79491 0.0 -0.1 -0.2 0.18
H 2.34532 -1.01335 1.13244 1.6 0.5 0.7 -0.16
H -0.74008 2.67082 -1.18763 0.4 0.2 0.1 0.25
H 0.96414 -1.33680 4.39093 0.1 0.3 -0.2 0.36
```
Forces are in eV/Å.

Calculated values
charge: +2
frontier orbital gap (spin up / spin down): 5.895 / 5.406 eV
multiplicity: 1
LUMO (spin up / spin down): -0.3110 / -0.3342 Eh

***

Record 2
Entry from the Open Molecules 2025 dataset: C16H24CaMnN3O16 as an isolated structure at a distorted geometry (ωB97M-V/def2-TZVPD).

Geometry as XYZ:
```
61
Properties=species:S:1:pos:R:3:forces:R:3:mulliken_spin:R:1
Mn -0.70519 -10.60871 15.73019 -2.1 -0.6 -0.9 4.85
Ca -3.01697 -11.96890 12.87650 0.0 2.7 1.4 0.00
O -1.85547 -12.49520 19.41260 0.6 0.0 -1.5 0.00
O -1.20395 -12.02760 17.31677 0.1 -0.4 -0.1 0.02
O -6.67907 -8.95864 12.29397 2.4 -1.6 2.6 0.00
O -4.18301 -11.14143 14.85611 -0.8 -0.3 1.2 0.00
O -7.96477 -14.71851 16.38875 -0.1 -0.9 0.7 0.00
O -7.34384 -16.43329 17.71651 0.4 -0.5 -0.3 0.00
O -2.81318 -10.16096 16.16326 2.4 1.7 -0.1 -0.01
O -2.50297 -9.49650 12.79590 -1.8 -1.0 -1.9 0.01
O -4.55691 -10.83940 17.05084 -1.4 -0.5 -1.0 0.01
O -1.29219 -12.15058 14.47698 -1.0 -0.6 -1.0 0.06
O -4.94546 -10.54571 12.24126 -2.2 1.1 -0.9 0.00
O -1.91341 -7.52891 13.41887 -0.7 2.0 -0.5 0.01
O -2.71890 -13.68699 17.79312 1.3 2.1 -2.5 0.00
O -6.13216 -9.94678 10.40757 0.3 0.2 0.7 0.00
O -1.02535 -9.24185 14.19375 4.1 -1.6 3.6 0.04
O -6.76892 -14.35646 18.18104 2.0 -0.3 1.7 0.00
N -1.83412 -8.70467 13.46375 -0.8 -0.5 -0.7 0.00
N -3.89991 -10.70155 16.03661 0.4 -1.3 -0.4 0.01
N -3.17125 -6.42249 20.93973 -0.1 -3.2 1.9 0.00
C -8.13810 -7.10442 11.64989 1.4 -1.0 0.9 0.00
C -5.85069 -9.88523 11.71459 0.4 0.2 0.1 0.00
C -3.19545 -14.32802 18.95431 0.4 0.0 -0.5 0.00
C -2.79039 -6.62419 19.67789 -0.7 0.1 -1.7 0.00
C -1.85692 -12.69534 18.09053 -1.0 0.0 1.7 0.00
C -2.69610 -7.97223 19.37618 0.5 0.7 0.6 0.00
C -6.79131 -13.10336 17.58795 -1.6 1.4 0.6 0.00
C -7.79704 -8.61100 11.53907 0.3 0.0 -3.4 0.00
C -2.82920 -13.37288 20.05194 0.7 2.1 1.5 0.00
C -7.17571 -9.01488 10.12568 -2.5 0.3 0.2 0.00
C -3.87056 -12.41572 20.68564 -0.8 -1.7 -0.9 0.00
C -7.29927 -15.28823 17.41391 -2.0 -1.0 0.3 0.00
C -8.59293 -12.40209 15.93963 1.4 0.2 -1.4 0.00
C -7.51977 -13.38539 16.31517 0.7 0.0 -1.9 0.00
C -3.26298 -7.72413 21.55184 0.2 -0.1 -1.2 0.00
C -2.97407 -8.71757 20.58012 0.0 2.9 -0.1 0.00
H -6.73328 -13.49543 15.56855 -0.2 0.8 -0.8 0.00
H -2.88035 -5.77151 19.02122 0.6 -0.1 -0.3 0.00
H -8.61450 -9.31867 11.67708 -0.1 0.2 0.7 0.00
H -9.08183 -11.85937 16.74867 -0.1 -0.4 -0.1 0.00
H -8.22975 -6.84639 12.70494 -0.5 -0.1 0.0 0.00
H -4.57818 -13.11362 21.13319 -0.1 0.3 0.8 0.00
H -6.88328 -8.12659 9.56573 0.6 -0.4 -0.1 0.00
H -7.94276 -11.74204 15.36543 -0.4 1.1 0.2 0.00
H -4.48825 -11.93407 19.92763 0.3 0.0 -0.5 0.00
H -1.82091 -12.87908 14.85680 0.9 0.4 0.6 0.00
H -2.93068 -9.79606 20.61726 0.0 0.3 0.5 0.00
H -3.54967 -11.59476 21.32684 0.5 -0.8 0.2 0.00
H -2.31520 -8.29472 18.41842 -0.4 -0.4 0.0 0.01
H -4.25066 -14.47627 18.72486 0.1 -0.7 0.7 0.00
H -2.47369 -15.14374 18.99629 -1.2 -1.0 0.5 0.00
H -9.22236 -12.77625 15.13221 -0.5 -0.3 0.6 0.00
H -7.49472 -12.47223 18.13108 0.4 0.2 0.7 0.00
H -7.96576 -9.57510 9.62560 0.3 0.2 -0.6 0.00
H -2.18182 -13.92400 20.73406 -0.7 0.2 0.7 0.00
H -5.82165 -12.60915 17.52777 -0.1 -0.3 -0.2 0.00
H -3.40831 -5.52196 21.33085 0.1 -0.4 0.1 0.00
H -7.19660 -6.62033 11.39040 -0.2 0.4 -0.5 0.00
H -8.98956 -6.73209 11.08026 0.2 -0.4 -0.1 0.00
H -3.47514 -7.87143 22.60050 -0.1 0.3 -0.1 0.00
```
Forces are in eV/Å.

Calculated values
charge: +1
frontier orbital gap (spin up / spin down): 5.866 / 5.833 eV
multiplicity: 6
LUMO (spin up / spin down): -0.1450 / -0.1462 Eh

***

Record 3
Entry from the Open Molecules 2025 dataset: a 2-piece molecular cluster, C4H10N4O overall at a distorted geometry (ωB97M-V/def2-TZVPD).

Geometry as XYZ:
```
19
Properties=species:S:1:pos:R:3:forces:R:3:mulliken_charge:R:1
O 1.93069 0.54516 1.75236 -1.0 -0.8 -0.2 -0.56
N 0.63737 1.16581 -0.10439 0.2 -3.0 0.6 0.52
N 0.48125 1.97246 -0.99800 1.2 0.2 -0.7 -0.81
N -1.43294 -0.37720 0.99442 -1.1 1.7 -1.4 -0.17
N -1.89317 0.64668 -1.12313 0.2 -0.5 0.7 -0.83
C 1.64712 0.38666 0.58705 1.3 4.1 -1.1 0.50
C -0.86159 -1.59264 0.45748 0.7 0.6 0.7 -0.88
C -1.92491 0.65777 0.16601 -1.5 -2.4 0.7 0.20
C 2.54338 -0.31579 -0.42291 -0.5 -0.4 0.1 -1.05
H -0.45219 1.72416 -1.45300 0.5 0.6 0.9 0.38
H -0.66770 -1.47049 -0.60512 -0.4 -0.2 0.0 0.30
H 3.08536 0.42858 -1.00506 -0.2 0.4 0.1 0.36
H 0.10395 -1.70464 0.96044 0.1 -0.4 -0.2 0.25
H 3.29387 -0.90367 0.09973 -0.3 -0.2 0.1 0.31
H -2.53766 1.30685 -1.54203 0.1 0.3 0.3 0.23
H -1.80213 -0.42021 1.93239 0.1 0.2 -0.2 0.24
H -1.49339 -2.44126 0.71697 0.0 -0.1 -0.4 0.32
H 1.96864 -0.90025 -1.13618 0.1 -0.2 0.0 0.32
H -2.62596 1.29204 0.72296 0.5 0.3 0.1 0.36
```
Forces are in eV/Å.

Calculated values
charge: 0
frontier orbital gap: 8.452 eV
multiplicity: 1
SMILES string: [H]/N=N/C(C)=O.[H]/N=C/NC
LUMO: 0.0174 Eh

***

Record 4
Entry from the Open Molecules 2025 dataset: one molecule with the formula C4H8O2 (ωB97M-V/def2-TZVPD).

Geometry as XYZ:
```
14
Properties=species:S:1:pos:R:3:forces:R:3:mulliken_charge:R:1
O -0.11656 0.11431 -2.06587 0.2 0.1 -0.1 -0.55
O 0.22451 1.29930 0.72900 0.0 0.1 0.0 -0.40
C 0.53056 -0.94117 0.05812 0.0 -0.1 0.0 -0.67
C -0.58111 -0.28012 -0.79079 -0.2 -0.1 0.3 0.11
C -0.97678 0.90927 0.09022 -0.2 0.0 -0.1 -0.55
C 0.80417 0.08677 1.17460 0.1 -0.2 0.1 -0.38
H 0.79966 0.39100 -1.95449 -0.1 0.2 -0.2 0.33
H -1.43030 -0.94303 -0.97936 0.1 0.1 0.1 0.36
H -1.36654 1.75748 -0.47623 0.1 -0.2 0.0 0.34
H 0.22646 -1.91187 0.45570 0.0 0.1 0.0 0.28
H 1.86468 0.27131 1.36791 -0.2 -0.1 0.0 0.29
H 0.32695 -0.23257 2.11457 0.1 0.1 -0.1 0.28
H -1.72297 0.59068 0.83952 0.1 0.1 -0.1 0.29
H 1.41727 -1.11136 -0.56289 -0.2 0.0 0.1 0.26
```
Forces are in eV/Å.

Calculated values
charge: 0
frontier orbital gap: 10.733 eV
multiplicity: 1
SMILES string: O[C@H]1CCOC1
LUMO: 0.0358 Eh

***

Record 5
Entry from the Open Molecules 2025 dataset: a 2-piece molecular cluster, C3H7NOS2 overall at a distorted geometry (ωB97M-V/def2-TZVPD).

Geometry as XYZ:
```
14
Properties=species:S:1:pos:R:3:forces:R:3:mulliken_spin:R:1
S 1.82078 0.10149 2.11758 -0.4 0.0 -1.1 1.52
S 0.92787 -0.07580 -1.48879 0.3 0.5 0.3 0.00
O -0.13849 -1.68186 0.27380 0.6 0.4 -1.2 0.02
N 2.42460 -0.49436 -1.27127 0.7 0.1 0.1 0.16
C 1.07762 1.70125 -1.15381 -0.2 -0.5 -0.1 0.00
C 0.21117 -0.44732 0.16218 -0.1 0.2 1.6 0.33
C -0.40162 -2.20124 1.56655 -0.4 -0.2 1.2 0.01
H 2.61235 -1.43837 -1.58492 -0.2 -0.1 -0.2 -0.01
H -1.35771 -1.81938 1.93681 0.1 -0.1 -0.2 -0.01
H 0.08243 2.11023 -1.01644 -0.1 0.1 0.0 0.00
H 0.39536 -1.87362 2.24679 -0.2 -0.2 -0.3 -0.01
H 1.59286 2.17276 -1.98467 0.0 -0.1 -0.1 0.00
H -0.43297 -3.28677 1.48171 0.0 0.2 -0.1 0.00
H 1.66148 1.79363 -0.24270 0.0 -0.1 0.1 -0.01
```
Forces are in eV/Å.

Calculated values
charge: 0
frontier orbital gap (spin up / spin down): 7.667 / 6.935 eV
multiplicity: 3
LUMO (spin up / spin down): -0.0065 / -0.0523 Eh

***

Record 6
Entry from the Open Molecules 2025 dataset: one molecule with the formula C7H8S at a distorted geometry (ωB97M-V/def2-TZVPD).

Geometry as XYZ:
```
16
Properties=species:S:1:pos:R:3:forces:R:3:mulliken_charge:R:1
S -0.65959 -1.38780 1.27189 1.0 0.1 0.9 -0.16
C 0.20689 0.41819 -0.56319 0.8 0.9 1.2 0.54
C 0.52197 -0.37568 0.56100 -1.9 -1.1 1.8 0.81
C 1.87153 -0.35461 1.17145 1.4 -2.5 -0.3 -1.22
C -1.13818 0.37750 -1.03468 -0.8 -0.1 -1.1 -0.39
C -2.22738 -0.16535 -0.39070 -1.6 0.9 -2.8 -0.32
C 1.13102 1.30801 -0.98224 2.1 0.9 -1.5 -1.11
C -2.18755 -1.02580 0.70534 -0.5 -0.4 -0.2 -0.31
H -3.23545 0.01398 -0.95361 1.8 -0.5 1.3 0.20
H 2.48321 -0.33736 0.25068 0.4 0.0 0.6 0.37
H 0.97945 1.77017 -1.99061 0.1 0.0 1.2 0.21
H -3.08200 -1.64272 0.99767 1.4 0.7 -0.1 0.34
H 2.13450 -1.35525 1.68374 -0.6 1.6 -0.5 0.30
H -1.20161 0.84815 -2.03285 -0.7 -0.1 0.8 0.24
H 2.22355 0.46726 1.81352 -0.7 0.0 -0.2 0.28
H 2.17962 1.44132 -0.50742 -2.2 -0.3 -1.0 0.21
```
Forces are in eV/Å.

Calculated values
charge: 0
frontier orbital gap (spin up / spin down): 6.431 / 6.286 eV
multiplicity: 1
LUMO (spin up / spin down): -0.0129 / -0.0122 Eh